DFT (ωB97M-V with the def2-TZVPD basis set) results for 3 unconnected molecules or ions with the total composition C3H10O3 at a distorted geometry.

## Properties
Total energy in Ha: -345.9819
HOMO in eV: -8.95
E_LUMO in eV: 0.63
Energy above the lowest of the compared OMol25 structures with the same formula, charge and spin in kJ/mol: 85.5

```
! RIJCOSX wB97M-V def2-TZVPD def2/J DEFGRID3
* xyz 0 1
C -1.002 -1.093 -1.749
C 0.075 -0.954 -0.976
O 0.781 0.213 -1.012
C 0.670 -2.069 -0.137
H -1.688 -1.929 -1.685
H -1.308 -0.224 -2.330
H 1.651 0.092 -0.638
H 1.278 -1.767 0.728
H -0.171 -2.366 0.531
H 0.934 -2.906 -0.785
H -0.858 1.997 -0.296
H -2.190 2.322 0.267
O -1.311 2.728 0.144
H 0.910 0.887 3.687
H 0.602 1.194 2.236
O 0.851 0.482 2.832
*
```